2 unconnected molecules or ions with the total composition C6H16N at a distorted geometry, computed with ωB97M-V/def2-TZVPD.

- total charge = +1
- total energy (a.u.) = -292.68234
- ΔE to the lowest compared entry with this formula, charge and spin (kJ/mol) = 110.0
- frontier orbital gap (eV) = 10.38

Each line ends with the natural charge from an NBO analysis.
Geometry (Å):
H (-1.82357, 0.12056, -1.05580)  0.432
N (-1.59478, 0.28439, -0.07666)  -0.522
H (-0.67759, -0.16979, 0.04797)  0.473
H (-2.71829, -1.44454, 0.37464)  0.246
H (-3.58869, 0.04980, 0.37781)  0.230
C (1.42574, -1.38183, -0.42119)  -0.158
H (-1.25254, 1.93797, 1.20366)  0.236
H (-2.41494, 2.21831, -0.09256)  0.237
C (-2.65856, -0.41347, 0.71150)  -0.422
H (2.92897, 1.73408, -0.68924)  0.221
H (0.09556, -1.70183, 1.18522)  0.168
C (0.64826, -2.13556, 0.35281)  -0.433
C (1.55520, 0.11861, -0.32613)  -0.457
C (2.97232, 0.65920, -0.52897)  -0.596
H (0.96399, 0.46426, -1.19050)  0.191
H (3.60311, 0.44749, 0.33109)  0.225
H (-2.54567, -0.29035, 1.78050)  0.243
H (0.59443, -3.21256, 0.28397)  0.231
H (2.03559, -1.86625, -1.17637)  0.223
H (-0.64553, 2.12430, -0.45007)  0.243
H (3.44479, 0.18919, -1.39025)  0.222
C (-1.46489, 1.75241, 0.15511)  -0.421
H (1.11706, 0.51560, 0.59346)  0.192